(1)
Entry from the OMol25 dataset: the molecule C28H44O (ωB97M-V/def2-TZVPD).

Structure (XYZ):
```
73
Properties=species:S:1:pos:R:3:forces:R:3
C -3.691 -5.085 3.264 0.126 -0.240 -0.099
C -2.772 -5.845 2.310 -0.074 0.172 0.082
C -3.462 -6.017 0.959 0.155 -0.105 0.216
C -1.405 -5.130 2.206 -0.021 -0.237 -0.051
C -0.347 -6.018 1.549 -0.085 0.141 0.204
C -1.510 -3.831 1.465 0.065 -0.163 0.329
C -1.515 -2.639 2.036 -0.078 0.159 -0.416
C -1.640 -1.334 1.301 -0.030 0.112 0.344
C -2.942 -0.660 1.741 0.080 -0.089 -0.236
C -0.386 -0.491 1.591 0.023 -0.162 -0.362
C 0.888 -1.288 1.260 0.075 0.072 0.090
C 1.988 -0.260 0.956 0.005 -0.001 0.051
C 1.310 1.115 1.047 0.055 -0.050 -0.014
C 1.792 2.155 0.089 0.159 0.037 0.299
C 2.156 3.378 0.491 0.051 -0.409 0.092
C 2.394 4.445 -0.452 -0.073 0.245 -0.327
C 2.444 4.210 -1.765 0.037 0.206 0.087
C 2.657 5.267 -2.799 -0.150 0.071 -0.062
C 1.478 5.324 -3.794 0.281 -0.243 -0.028
O 0.510 6.263 -3.382 -0.318 0.264 0.128
C 0.856 3.928 -3.975 0.138 0.068 -0.166
C 1.873 2.814 -3.743 -0.183 0.096 0.112
C 2.383 2.795 -2.289 0.192 -0.281 -0.035
C 3.827 2.253 -2.273 -0.138 0.129 0.073
C 1.560 1.862 -1.369 -0.146 0.360 -0.104
C 0.030 1.848 -1.512 0.080 -0.229 -0.036
C -0.535 0.717 -0.651 0.012 0.161 0.079
C -0.207 0.851 0.842 -0.111 0.048 0.299
C -0.994 2.005 1.464 0.068 -0.114 -0.179
H -3.859 -4.074 2.899 -0.058 0.124 -0.017
H -3.251 -5.023 4.257 0.018 0.046 0.142
H -4.653 -5.587 3.347 -0.131 -0.013 0.040
H -2.587 -6.841 2.730 0.033 0.032 -0.010
H -4.369 -6.605 1.079 -0.093 -0.036 -0.040
H -2.819 -6.532 0.249 0.023 -0.053 -0.165
H -3.736 -5.050 0.545 -0.060 0.106 -0.092
H -1.079 -4.919 3.232 -0.023 0.028 -0.027
H -0.254 -6.962 2.082 0.032 -0.127 0.019
H 0.620 -5.518 1.565 0.114 -0.005 -0.048
H -0.601 -6.230 0.514 0.001 -0.046 -0.142
H -1.581 -3.912 0.388 -0.027 0.087 -0.236
H -1.442 -2.553 3.113 0.042 -0.060 0.262
H -1.697 -1.544 0.229 0.070 -0.032 -0.019
H -3.762 -1.374 1.682 -0.095 -0.010 0.013
H -3.187 0.184 1.103 -0.059 0.151 -0.019
H -2.865 -0.311 2.768 -0.024 0.074 0.153
H -0.382 -0.264 2.663 -0.021 0.048 0.070
H 1.163 -1.942 2.086 -0.021 -0.098 -0.057
H 0.708 -1.928 0.395 -0.021 -0.088 -0.010
H 2.807 -0.325 1.672 0.064 0.017 -0.054
H 2.411 -0.427 -0.033 0.070 -0.011 -0.013
H 1.440 1.494 2.066 -0.053 0.029 -0.003
H 2.243 3.609 1.544 -0.081 -0.085 0.158
H 2.505 5.447 -0.063 0.059 0.157 -0.063
H 3.573 5.051 -3.353 0.092 -0.011 -0.038
H 2.771 6.249 -2.336 0.050 -0.010 -0.071
H 1.834 5.711 -4.754 0.010 -0.100 0.101
H 0.198 6.008 -2.506 -0.006 -0.012 -0.005
H 0.429 3.845 -4.976 -0.109 0.029 0.040
H 0.037 3.832 -3.261 -0.047 0.017 -0.001
H 2.717 2.969 -4.419 0.067 -0.078 -0.049
H 1.434 1.848 -3.996 0.073 -0.077 -0.048
H 3.868 1.271 -2.741 -0.001 -0.135 -0.076
H 4.180 2.168 -1.248 0.083 -0.036 0.102
H 4.497 2.919 -2.813 0.085 0.068 -0.082
H 1.895 0.845 -1.598 0.021 -0.022 -0.017
H -0.384 2.807 -1.196 -0.039 0.102 -0.057
H -0.266 1.669 -2.547 -0.028 0.086 -0.058
H -0.129 -0.225 -1.024 -0.022 -0.137 -0.097
H -1.620 0.683 -0.777 -0.041 -0.126 0.010
H -0.572 2.955 1.142 -0.016 0.141 -0.005
H -2.040 1.985 1.174 -0.140 0.036 -0.005
H -0.939 1.966 2.550 0.018 0.005 0.143
```
Positions in Å, forces in eV/Å.

- orbital gap (eV) = 8.60
- E_HOMO (Eh) = -0.2894
- DFT total energy (eV) = -31798.1064
- charge = 0
- energy relative to the best compared isomer or geometry (same formula, charge and spin) (kJ/mol) = 3.1

How positive or negative is each atom? The Mulliken charges in e answer that:
1 C -1.349
2 C 0.502
3 C -1.527
4 C 0.502
5 C -1.791
6 C -0.489
7 C -1.205
8 C 1.109
9 C -1.997
10 C -0.953
11 C -1.162
12 C -1.146
13 C -0.237
14 C -0.786
15 C -0.334
16 C -1.138
17 C 0.431
18 C -1.406
19 C -0.122
20 O -0.605
21 C -0.518
22 C -1.735
23 C 2.316
24 C -2.045
25 C 0.120
26 C -1.312
27 C -1.567
28 C 1.949
29 C -2.090
30 H 0.135
31 H 0.362
32 H 0.449
33 H 0.389
34 H 0.465
35 H 0.357
36 H 0.266
37 H 0.313
38 H 0.432
39 H 0.415
40 H 0.319
41 H 0.453
42 H 0.391
43 H 0.365
44 H 0.506
45 H 0.369
46 H 0.298
47 H 0.730
48 H 0.476
49 H 0.286
50 H 0.519
51 H 0.212
52 H 0.943
53 H 0.433
54 H 0.443
55 H 0.303
56 H 0.426
57 H 0.432
58 H 0.377
59 H 0.469
60 H 0.185
61 H 0.521
62 H 0.429
63 H 0.460
64 H 0.386
65 H 0.459
66 H 0.622
67 H 0.327
68 H 0.512
69 H 0.517
70 H 0.520
71 H 0.489
72 H 0.347
73 H 0.480

***

(2)
Entry from the OMol25 dataset: C9H21AlI2NO2S as an isolated structure (ωB97M-V/def2-TZVPD).

Structure (XYZ):
```
37
Properties=species:S:1:pos:R:3:forces:R:3
C 0.461 2.862 1.117 -0.022 -0.029 -0.183
C 1.402 2.760 2.275 0.101 -0.099 -0.280
I 0.376 3.131 4.084 -0.101 0.034 0.334
C 2.689 2.455 2.367 -0.255 0.071 0.442
I 3.661 2.072 0.517 0.185 -0.041 -0.259
Al 3.878 2.230 4.021 0.183 -0.221 -0.029
S 4.352 4.283 4.906 0.322 0.087 -0.067
H -0.217 3.704 1.232 -0.007 0.102 0.018
H -0.142 1.953 1.039 0.060 0.071 0.044
H 1.022 2.984 0.191 -0.010 0.001 -0.048
H 3.172 1.224 5.058 -0.119 0.063 -0.021
H 5.295 1.651 3.515 -0.024 0.109 -0.021
H 3.160 4.627 5.386 -0.271 -0.051 0.044
C -3.902 -1.812 -2.621 -0.026 0.002 0.013
O -2.935 -2.765 -2.240 -0.019 0.002 0.074
C -1.816 -2.866 -3.110 -0.015 -0.039 -0.129
C -0.559 -2.322 -2.475 0.065 0.045 0.064
N -0.626 -0.881 -2.313 -0.140 0.005 0.063
C 0.486 -0.289 -1.574 0.012 0.056 -0.156
C 0.714 -0.720 -0.135 0.139 -0.075 -0.013
O -0.298 -0.293 0.756 -0.123 -0.042 -0.004
C -1.417 -1.139 0.864 -0.038 -0.003 0.081
H -4.772 -1.967 -1.985 -0.001 0.005 0.010
H -3.553 -0.782 -2.490 0.021 -0.014 -0.037
H -4.201 -1.944 -3.666 -0.018 0.005 -0.019
H -2.024 -2.343 -4.050 0.037 0.018 -0.003
H -1.669 -3.927 -3.334 -0.034 -0.005 0.005
H 0.285 -2.559 -3.133 0.036 -0.007 0.026
H -0.399 -2.863 -1.531 0.005 -0.017 -0.027
H -1.495 -0.638 -1.855 0.035 -0.007 0.032
H 0.342 0.794 -1.572 0.024 0.012 -0.015
H 1.408 -0.481 -2.132 0.015 -0.012 -0.007
H 1.638 -0.241 0.191 0.001 0.017 0.115
H 0.857 -1.805 -0.041 -0.030 0.016 -0.037
H -1.134 -2.193 0.771 -0.016 -0.010 -0.003
H -2.188 -0.919 0.116 0.032 -0.047 -0.009
H -1.850 -0.980 1.852 -0.006 -0.002 0.002
```
Positions in Å, forces in eV/Å.

- orbital gap (eV) = 7.24
- E_HOMO (Eh) = -0.1783
- DFT total energy (eV) = -48893.1640
- charge = -1

How positive or negative is each atom? The Mulliken charges in e answer that:
1 C -1.183
2 C 0.163
3 I -0.070
4 C 0.046
5 I -0.157
6 Al 0.110
7 S -0.427
8 H 0.466
9 H 0.220
10 H 0.309
11 H -0.243
12 H -0.241
13 H 0.039
14 C -0.704
15 O -0.354
16 C -0.779
17 C -0.165
18 N -0.302
19 C -0.720
20 C -0.328
21 O -0.341
22 C -0.684
23 H 0.240
24 H 0.291
25 H 0.340
26 H 0.412
27 H 0.391
28 H 0.329
29 H 0.185
30 H 0.115
31 H 0.406
32 H 0.351
33 H 0.109
34 H 0.379
35 H 0.290
36 H 0.218
37 H 0.286

***

(3)
Entry from the OMol25 dataset: the molecule C12H16N2O3S (ωB97M-V/def2-TZVPD).

Structure (XYZ):
```
34
Properties=species:S:1:pos:R:3:forces:R:3
C -2.465 -1.765 1.670 -0.294 -0.169 0.251
O -1.500 -1.220 0.791 0.356 0.037 -0.221
C -1.817 -0.043 0.225 -0.233 0.548 -0.273
N -2.977 0.516 0.522 0.230 -0.572 0.237
C -3.283 1.677 -0.042 0.035 0.291 -0.184
C -2.448 2.337 -0.920 -0.081 0.037 0.004
C -1.226 1.751 -1.230 -0.125 -0.283 0.245
C -0.890 0.535 -0.666 -0.226 -0.106 -0.096
C 0.406 -0.134 -0.919 -0.366 0.242 -0.428
C 1.096 -0.103 -2.255 -0.134 -0.017 -0.062
C 0.596 -1.405 -1.699 0.125 0.006 0.102
C 1.606 -2.263 -0.961 0.043 0.144 0.047
C 1.870 -1.508 0.356 0.401 -0.641 0.471
N 1.267 -0.190 0.233 0.511 0.684 -0.121
S 2.247 1.140 0.476 -0.045 0.167 0.971
C 1.849 1.528 2.197 0.214 -0.159 -0.916
O 3.636 0.775 0.409 -0.049 -0.179 0.103
O 1.786 2.218 -0.347 -0.318 -0.012 -0.057
H -2.650 -1.092 2.509 -0.010 -0.082 -0.046
H -3.409 -1.937 1.148 0.057 -0.008 0.085
H -2.050 -2.707 2.023 0.005 0.042 -0.024
H -4.246 2.080 0.242 -0.057 0.140 -0.059
H -2.734 3.285 -1.347 -0.055 0.090 -0.020
H -0.524 2.239 -1.887 0.092 0.025 -0.077
H 0.565 0.330 -3.089 -0.092 0.026 -0.046
H 2.159 0.086 -2.255 0.118 -0.015 0.013
H -0.241 -1.894 -2.174 -0.125 0.110 0.017
H 1.201 -3.255 -0.765 0.039 -0.002 0.011
H 2.522 -2.373 -1.542 -0.007 -0.066 0.017
H 2.934 -1.382 0.561 -0.094 -0.223 0.031
H 1.397 -2.023 1.199 0.103 -0.029 -0.087
H 2.427 2.392 2.496 0.152 0.132 -0.029
H 2.106 0.666 2.799 0.035 -0.177 0.125
H 0.789 1.737 2.240 -0.205 0.018 0.016
```
Positions in Å, forces in eV/Å.

- orbital gap (eV) = 9.43
- E_HOMO (Eh) = -0.3207
- DFT total energy (eV) = -32660.3898
- charge = 0
- energy relative to the best compared isomer or geometry (same formula, charge and spin) (kJ/mol) = 222.1

How positive or negative is each atom? The Mulliken charges in e answer that:
1 C -0.795
2 O -0.264
3 C 0.376
4 N -0.634
5 C -0.459
6 C -0.746
7 C -0.330
8 C -0.368
9 C 0.838
10 C -0.674
11 C 0.014
12 C -0.852
13 C -0.748
14 N 0.245
15 S 1.156
16 C -1.035
17 O -0.686
18 O -0.604
19 H 0.338
20 H 0.321
21 H 0.229
22 H 0.401
23 H 0.403
24 H 0.481
25 H 0.395
26 H 0.174
27 H 0.328
28 H 0.325
29 H 0.330
30 H 0.477
31 H 0.311
32 H 0.413
33 H 0.339
34 H 0.299

***

(4)
Entry from the OMol25 dataset: a 2-piece molecular cluster, C3H8BrN2 overall at a distorted geometry (ωB97M-V/def2-TZVPD).

Structure (XYZ):
```
14
Properties=species:S:1:pos:R:3:forces:R:3
C -0.354 -1.220 0.565 0.622 -0.855 -1.863
C 0.558 -2.606 -1.263 -1.301 -2.840 -0.359
C -1.177 1.920 0.191 3.814 0.190 0.890
N 0.297 -2.066 -0.001 -0.683 2.490 2.124
N 0.350 2.272 0.578 -2.059 -0.226 0.260
Br -0.233 -0.475 2.351 0.258 -0.269 0.797
H -0.272 -3.349 -1.408 0.492 0.778 -0.436
H 1.393 -3.268 -1.164 0.875 -0.072 -0.178
H 0.661 -1.958 -2.114 -0.115 0.638 0.027
H -1.632 2.625 -0.397 -0.763 1.635 -1.292
H -1.632 1.081 0.617 -0.105 -0.982 0.730
H 0.926 2.529 -0.249 -0.675 0.011 0.549
H 0.804 1.426 1.022 -0.738 0.928 -0.141
H 0.309 3.089 1.270 0.379 -1.424 -1.107
```
Positions in Å, forces in eV/Å.

- orbital gap (spin up / spin down) (eV) = 6.40 / 9.65
- E_HOMO (spin up / spin down) (Eh) = -0.4257 / -0.5185
- DFT total energy (eV) = -76251.6144
- charge = +1
- energy relative to the best compared isomer or geometry (same formula, charge and spin) (kJ/mol) = 549.6

How positive or negative is each atom? The Mulliken charges in e answer that:
1 C 0.079
2 C -0.721
3 C -0.417
4 N -0.095
5 N -0.362
6 Br -0.137
7 H 0.307
8 H 0.299
9 H 0.304
10 H 0.398
11 H 0.309
12 H 0.395
13 H 0.252
14 H 0.389

***

(5)
Entry from the OMol25 dataset: the molecule CHFO2 at a distorted geometry (ωB97M-V/def2-TZVPD).

Structure (XYZ):
```
5
Properties=species:S:1:pos:R:3:forces:R:3
C 0.384 0.089 0.041 1.716 1.212 -0.819
O -0.866 0.129 -0.003 2.528 1.464 0.293
O -1.676 -0.882 0.015 -1.015 -2.103 -0.059
F 0.885 1.372 0.010 -0.426 -2.008 0.145
H 1.273 -0.708 -0.063 -2.803 1.436 0.440
```
Positions in Å, forces in eV/Å.

- orbital gap (spin up / spin down) (eV) = 9.33 / 9.33
- E_HOMO (spin up / spin down) (Eh) = -0.3612 / -0.3612
- DFT total energy (eV) = -7859.9032
- charge = 0
- energy relative to the best compared isomer or geometry (same formula, charge and spin) (kJ/mol) = 635.2

How positive or negative is each atom? The Mulliken charges in e answer that:
1 C 0.284
2 O 0.119
3 O -0.531
4 F -0.175
5 H 0.303

***

(6)
Entry from the OMol25 dataset: the molecule C3H4OS at a distorted geometry (ωB97M-V/def2-TZVPD).

Structure (XYZ):
```
9
Properties=species:S:1:pos:R:3:forces:R:3
C 1.257 0.673 -0.001 0.861 1.307 0.736
C 0.068 1.312 0.042 0.229 -1.999 0.549
S -1.272 0.016 -0.084 0.888 1.290 -0.261
C 0.076 -1.120 0.250 -1.236 -3.826 2.893
O 1.191 -0.662 -0.306 2.587 1.412 -1.169
H 2.316 0.971 0.336 -1.959 0.042 -1.023
H -0.164 2.293 0.410 0.092 0.207 -0.216
H 0.002 -2.188 -0.099 -0.805 1.121 0.082
H 0.265 -1.228 1.404 -0.658 0.445 -1.591
```
Positions in Å, forces in eV/Å.

- orbital gap (eV) = 9.29
- E_HOMO (Eh) = -0.3085
- DFT total energy (eV) = -16056.5607
- charge = 0
- energy relative to the best compared isomer or geometry (same formula, charge and spin) (kJ/mol) = 149.5

How positive or negative is each atom? The Mulliken charges in e answer that:
1 C -0.305
2 C -0.203
3 S -0.154
4 C -0.240
5 O -0.305
6 H 0.296
7 H 0.390
8 H 0.267
9 H 0.254

***

Q: The highest DFT total energy belongs to which entry?
A: CHFO2